[1]
# C22H37CeN5O3S2Si

C22H37CeN5O3S2Si as an isolated structure at a distorted geometry (ωB97M-V/def2-TZVPD, the OMol25 dataset).

Computed properties:
- ΔE to the lowest compared entry with this formula, charge and spin (kJ/mol) = 0.00
- E_tot (eV) = -79486.1647
- 2S+1 = 2
- gap between HOMO and LUMO (alpha / beta) (eV) = 8.57 / 8.59
- charge = +1

XYZ file:
```
71
Properties=species:S:1:pos:R:3:forces:R:3
Ce -0.340 -0.390 -0.936 -0.909 0.066 -0.605
C -0.430 1.291 -3.995 -0.056 0.150 0.006
C 0.036 -0.048 -4.545 0.133 -0.095 -0.090
N 0.480 -0.940 -3.465 -0.012 0.021 0.099
C 0.277 -2.371 -3.711 0.059 -0.005 -0.027
C -1.196 -2.747 -3.867 0.056 -0.070 -0.167
S -2.346 -1.949 -2.710 -0.010 -0.028 0.232
C -3.049 -0.579 -3.682 -0.081 0.089 -0.149
C -2.767 0.832 -3.173 -0.015 0.089 -0.003
N -1.363 1.147 -2.864 0.030 -0.067 0.232
H -0.866 1.893 -4.801 0.006 -0.056 -0.003
H 0.434 1.844 -3.616 -0.010 -0.050 0.005
H 0.834 0.122 -5.275 -0.035 0.035 0.022
H -0.763 -0.541 -5.095 -0.016 0.028 0.023
H 1.465 -0.791 -3.268 -0.005 0.035 -0.054
H 0.712 -2.910 -2.863 -0.052 0.038 -0.006
H 0.808 -2.715 -4.609 -0.024 -0.001 0.039
H -1.304 -3.821 -3.718 -0.008 0.020 0.043
H -1.567 -2.552 -4.873 0.002 0.032 0.028
H -4.131 -0.716 -3.683 0.024 -0.019 0.041
H -2.731 -0.716 -4.713 0.018 0.012 0.009
H -3.327 0.995 -2.249 0.018 -0.029 0.000
H -3.173 1.535 -3.913 0.011 -0.041 0.006
H -1.377 2.029 -2.357 0.012 -0.011 -0.053
C -3.697 2.530 3.403 -0.096 0.077 -0.036
Si -2.561 1.244 4.115 -0.016 -0.040 -0.119
C -3.292 0.594 5.701 -0.012 -0.045 0.084
C -0.871 1.940 4.460 0.138 -0.036 0.050
C -2.438 -0.236 2.926 -0.028 -0.102 -0.001
C -2.880 -1.490 3.326 0.030 -0.049 -0.004
C -2.795 -2.612 2.498 0.028 0.058 -0.079
C -2.256 -2.440 1.248 -0.095 0.007 0.134
N -1.852 -1.236 0.819 0.006 -0.139 -0.128
C -1.927 -0.160 1.615 -0.028 0.359 0.117
S -1.327 1.371 0.925 -0.186 -0.130 0.139
H -3.919 3.280 4.165 -0.008 0.040 -0.004
H -4.644 2.085 3.092 -0.032 0.005 -0.005
H -3.257 3.034 2.543 0.002 0.007 -0.012
H -3.390 1.418 6.409 0.000 0.022 0.024
H -2.659 -0.162 6.171 0.007 -0.024 0.018
H -4.287 0.170 5.560 -0.038 -0.017 -0.003
H -0.924 2.642 5.294 0.002 0.029 0.018
H -0.464 2.463 3.596 0.019 0.023 -0.045
H -0.174 1.146 4.739 0.027 0.005 0.016
H -3.299 -1.615 4.316 -0.008 0.009 0.032
H -3.135 -3.585 2.819 0.002 -0.001 0.031
H -2.138 -3.266 0.556 -0.007 0.017 -0.003
C 2.426 1.328 2.369 -0.134 -0.005 0.116
C 3.465 1.654 1.312 0.156 0.071 -0.111
C 3.661 0.553 0.253 -0.143 -0.172 0.016
C 4.839 0.917 -0.671 0.035 0.132 0.099
C 5.096 -0.077 -1.789 0.056 -0.065 -0.138
C 4.002 -0.749 0.993 -0.014 0.031 0.134
O 4.995 -0.852 1.659 0.035 -0.034 -0.009
N 3.066 -1.796 0.969 0.023 0.021 -0.056
C 1.992 -1.815 0.129 -0.058 0.142 -0.156
O 1.046 -2.605 0.198 0.223 -0.018 0.035
N 1.912 -0.834 -0.823 0.835 -0.200 0.237
C 2.420 0.403 -0.593 0.037 -0.041 -0.019
O 1.791 1.344 -1.100 0.136 -0.053 -0.004
H 2.311 2.162 3.060 0.020 0.011 0.009
H 2.709 0.457 2.964 0.012 0.000 -0.017
H 1.436 1.151 1.938 0.015 -0.014 -0.034
H 4.440 1.824 1.772 -0.038 -0.009 0.032
H 3.196 2.564 0.772 -0.029 -0.007 0.024
H 5.715 0.995 -0.025 0.006 -0.014 -0.034
H 4.639 1.913 -1.070 0.002 -0.023 -0.033
H 5.282 -1.081 -1.405 -0.006 -0.010 0.027
H 5.977 0.216 -2.359 0.004 0.005 0.000
H 4.263 -0.133 -2.494 -0.026 0.014 0.020
H 3.193 -2.554 1.627 0.012 0.023 0.009
```
Positions in Å, forces in eV/Å.

[2]
# C22H37ClCoN3O6

C22H37ClCoN3O6 as an isolated structure at a distorted geometry (ωB97M-V/def2-TZVPD, the OMol25 dataset).

Computed properties:
- ΔE to the lowest compared entry with this formula, charge and spin (kJ/mol) = 735.91
- E_tot (eV) = -90312.2362
- 2S+1 = 4
- gap between HOMO and LUMO (alpha / beta) (eV) = 3.37 / 2.67
- charge = -1

XYZ file:
```
70
Properties=species:S:1:pos:R:3:forces:R:3
O -1.073 -1.355 1.134 1.213 -0.020 1.484
C -1.677 -1.700 -0.055 0.514 1.143 -0.290
C -1.451 -2.990 -0.608 -0.984 -2.480 -2.136
C -2.629 -3.727 -0.891 0.189 -0.244 0.399
H -3.608 -3.233 -0.776 0.546 -0.347 0.372
C -2.571 -5.065 -1.290 0.431 -0.549 -0.458
H -3.479 -5.691 -1.301 0.471 0.463 -0.147
C -1.336 -5.611 -1.697 -0.027 0.305 0.042
H -1.218 -6.665 -2.028 -0.326 0.883 0.222
C -0.213 -4.761 -1.730 -0.137 -0.514 0.106
H 0.702 -5.102 -2.219 -0.174 0.062 0.278
C -0.240 -3.506 -1.143 -0.536 0.558 0.076
H 0.630 -2.842 -1.170 -0.145 -0.415 0.090
H -1.639 -0.864 -0.752 -0.202 0.167 0.204
C 1.101 -1.034 -3.212 -1.934 0.606 0.207
C 2.370 -0.624 -2.560 -0.598 -5.092 0.570
H 1.052 -2.111 -3.469 0.281 0.336 0.326
H 0.846 -0.518 -4.154 0.069 0.109 0.306
H 0.250 -0.844 -2.445 0.018 -0.362 -1.008
C 2.434 -1.011 -1.201 -1.032 0.759 -0.565
C 3.660 -1.729 -0.766 1.160 0.163 0.019
H 1.489 -1.081 -0.571 0.514 -0.388 -0.271
H 3.585 -2.821 -0.761 -0.419 -0.254 -0.084
H 4.167 -1.501 0.169 -0.133 0.397 0.712
H 4.385 -1.499 -1.548 0.169 -0.063 -0.014
Co 2.082 1.034 -1.937 0.196 0.427 0.203
Cl 3.811 1.302 -3.182 2.199 2.491 -1.273
C 2.445 1.914 0.675 -0.961 0.089 -2.536
O 1.876 2.250 -0.410 1.069 0.278 3.318
N 2.064 2.410 1.839 -0.095 0.341 0.812
C 1.000 3.411 1.817 -0.408 -0.011 -0.153
C 2.444 1.793 3.112 0.044 -0.158 -0.284
H 3.258 1.178 0.631 -0.120 0.019 0.326
H 0.045 2.952 1.503 0.477 0.231 0.163
H 1.256 4.190 1.082 -0.061 -0.210 0.318
H 0.896 3.843 2.821 0.115 -0.059 -0.279
H 1.877 0.871 3.297 0.002 0.220 -0.033
H 2.255 2.505 3.919 0.095 -0.093 -0.125
H 3.507 1.536 3.105 -0.094 0.076 -0.026
H -3.827 -0.030 3.827 -0.143 -0.047 -0.397
H -1.250 2.162 3.320 0.061 -0.142 -0.019
C -3.592 -0.151 2.760 -0.026 -0.124 -0.086
C -1.540 1.114 3.417 0.083 -0.131 -0.061
N -2.548 0.800 2.416 -0.265 0.084 -0.312
H -4.472 0.065 2.138 0.139 -0.189 0.324
C -2.355 1.105 1.120 1.921 0.552 -0.521
O -1.312 1.634 0.661 -2.266 -0.672 1.045
H -0.664 0.453 3.330 -0.251 0.268 -0.025
H -3.193 0.817 0.459 0.156 0.049 0.191
H -3.275 -1.195 2.574 -0.080 0.434 0.093
H -2.014 0.962 4.388 0.155 0.086 0.013
H -0.944 5.691 -3.240 0.255 -0.191 -0.121
H -2.229 5.326 -1.435 0.034 -0.132 0.112
C -0.425 4.726 -3.301 0.105 0.027 -0.054
C -2.257 4.259 -1.673 0.133 -0.188 -0.236
N -0.997 3.863 -2.284 -0.464 0.575 0.011
H 0.651 4.852 -3.116 -0.335 -0.055 -0.183
C -0.453 2.671 -2.038 1.879 -1.166 -0.932
O 0.614 2.306 -2.603 -2.655 1.061 0.454
H -2.406 3.679 -0.765 -0.021 0.035 0.032
H -1.030 2.056 -1.324 0.557 0.116 -0.175
H -0.574 4.287 -4.302 0.163 0.211 0.271
H -3.105 4.091 -2.348 0.036 0.010 0.031
C 1.735 -3.172 2.086 0.975 -0.487 0.254
O 0.538 -2.988 1.340 -0.364 0.546 0.472
C 0.002 -1.852 1.781 -0.191 1.394 -0.069
O 0.469 -1.234 2.732 -1.003 -0.358 -0.662
H 1.487 -3.354 3.129 0.052 -0.161 0.054
H 2.312 -2.250 2.047 0.239 -0.262 -0.127
H 2.302 -4.003 1.675 -0.266 -0.013 -0.247
```
Positions in Å, forces in eV/Å.

[3]
# C22H37ClNO2P3Re

C22H37ClNO2P3Re as an isolated structure at a distorted geometry (ωB97M-V/def2-TZVPD, the OMol25 dataset).

Computed properties:
- ΔE to the lowest compared entry with this formula, charge and spin (kJ/mol) = 32.97
- E_tot (eV) = -71474.3287
- 2S+1 = 4
- gap between HOMO and LUMO (alpha / beta) (eV) = 8.37 / 3.84
- charge = +4

XYZ file:
```
67
Properties=species:S:1:pos:R:3:forces:R:3
P 3.106 -0.183 0.042 2.808 -0.418 0.035
C 3.782 -0.246 1.733 -1.001 0.095 0.347
H 4.866 -0.410 1.680 -0.211 0.041 -0.110
H 3.302 -1.066 2.280 0.303 0.127 0.020
H 3.562 0.700 2.244 0.187 -0.233 -0.051
C 3.713 -1.741 -0.700 -1.027 -0.035 -0.110
H 3.533 -1.724 -1.782 0.248 -0.232 0.253
H 3.156 -2.575 -0.247 0.394 0.045 -0.242
H 4.788 -1.831 -0.487 -0.236 0.042 -0.041
C 4.170 1.094 -0.720 -0.949 0.450 -0.161
H 5.201 0.724 -0.787 -0.193 -0.054 0.073
H 4.131 2.002 -0.105 0.108 -0.182 -0.173
H 3.797 1.335 -1.722 0.321 0.065 0.120
P -0.982 3.110 -0.681 -0.150 0.667 -0.837
C -1.022 3.753 1.013 0.232 -0.513 0.424
H -1.411 4.780 1.024 0.031 -0.252 -0.247
H -0.023 3.755 1.457 -0.127 0.126 -0.082
H -1.664 3.111 1.621 0.010 0.155 -0.054
C 0.022 4.355 -1.588 0.168 -0.544 0.100
H -0.162 4.273 -2.666 0.076 0.158 0.227
H 1.090 4.192 -1.388 -0.238 0.180 -0.067
H -0.265 5.356 -1.239 0.046 -0.254 -0.133
C -2.675 3.414 -1.289 0.025 -0.436 0.040
H -2.783 4.477 -1.536 -0.009 -0.211 0.122
H -3.384 3.136 -0.500 0.058 0.094 -0.225
H -2.875 2.811 -2.181 -0.090 0.230 0.124
P -2.634 -1.835 0.222 -0.399 0.317 0.217
C -3.183 -2.104 1.904 -0.183 0.028 0.126
H -3.938 -2.903 1.915 0.156 0.193 0.045
H -3.618 -1.177 2.301 0.040 -0.212 -0.072
H -2.331 -2.411 2.524 -0.206 0.060 -0.129
C -4.011 -1.502 -0.886 -0.276 -0.024 -0.115
H -4.874 -2.124 -0.606 0.176 0.134 -0.081
H -3.743 -1.743 -1.923 -0.095 0.057 0.228
H -4.294 -0.442 -0.813 0.004 -0.316 0.024
C -1.738 -3.304 -0.316 0.258 -0.166 -0.111
H -2.462 -4.018 -0.746 0.276 0.235 0.145
H -1.257 -3.783 0.552 -0.204 0.136 -0.354
H -0.979 -3.061 -1.075 -0.284 -0.252 0.331
Re -0.176 0.632 -1.326 -2.043 3.581 7.580
C 0.910 1.245 0.287 0.578 1.315 2.946
O 1.319 1.770 1.261 -1.211 -1.710 -3.235
C -1.708 -0.158 0.174 0.949 1.446 0.785
O -2.077 0.645 1.032 0.364 -1.658 -1.495
C -1.422 0.325 -3.065 -1.180 -0.164 -0.941
C -0.905 -0.913 -2.658 -0.294 -0.712 -1.029
C 0.476 -1.069 -2.427 0.169 -1.671 -0.513
C 1.342 0.009 -2.679 1.789 -0.159 -1.141
C 0.839 1.238 -3.107 1.206 0.636 -1.951
C -0.546 1.407 -3.287 -0.191 0.213 -0.791
H -2.495 0.477 -3.134 0.147 -0.110 -0.238
H -1.581 -1.735 -2.477 0.003 0.081 -0.008
H 0.865 -2.003 -2.043 0.064 0.018 -0.191
H 2.414 -0.114 -2.553 -0.303 0.031 -0.112
H 1.511 2.078 -3.273 -0.078 -0.190 0.068
H -0.942 2.368 -3.568 -0.112 0.119 -0.039
Cl 0.070 -0.824 5.923 0.247 -0.589 -1.539
C 0.341 -1.460 4.359 -0.159 0.402 2.289
C 0.709 -2.798 4.186 0.376 -1.462 -0.766
C 0.918 -3.259 2.887 -0.070 0.032 1.120
C 0.765 -2.349 1.830 0.050 -0.344 0.182
N 0.408 -1.085 2.001 -0.378 1.228 0.722
C 0.195 -0.623 3.237 0.106 0.004 -1.610
H 0.817 -3.444 5.053 0.029 -0.004 -0.103
H 1.203 -4.280 2.655 -0.008 0.018 0.318
H 0.938 -2.681 0.801 -0.024 0.159 0.255
H -0.099 0.407 3.381 -0.071 0.188 -0.168
```
Positions in Å, forces in eV/Å.

Among the records above, which one has the highest charge? C22H37ClNO2P3Re

Look up the charge of the first one. +1